[1]
{
  "formula": "C21H22ClN5O3OsS",
  "method": "ωB97M-V/def2-TZVPD",
  "symbols": ["Os", "C", "C", "C", "C", "C", "C", "C", "N", "N", "C", "C", "C", "C", "C", "C", "N", "C", "C", "C", "C", "C", "C", "N", "H", "H", "H", "H", "H", "H", "H", "H", "H", "H", "H", "H", "H", "H", "H", "H", "H", "H", "H", "H", "O", "S", "N", "Cl", "C", "C", "O", "O", "H", "H"],
  "coordinates": [[-0.568996, -0.494162, 0.067926], [-0.741995, 2.526069, 1.130391], [0.157892, 2.089467, 2.279500], [-0.093263, 0.745675, 2.918200], [-0.059005, 0.660635, 4.301046], [-0.207782, -0.556461, 4.940319], [-0.394947, -1.697153, 4.176528], [-0.439314, -1.568870, 2.810580], [-0.289560, -0.374463, 2.185911], [-0.364655, 1.940586, -0.166384], [-1.332751, 2.254462, -1.220427], [-1.140887, 1.291147, -2.356241], [-1.399662, 1.637058, -3.663777], [-1.180154, 0.706193, -4.666706], [-0.663296, -0.536932, -4.334850], [-0.429516, -0.824508, -3.009976], [-0.686034, 0.066962, -2.032000], [1.013207, 2.236986, -0.583827], [2.003148, 1.155120, -0.226190], [3.350015, 1.444499, -0.132617], [4.252303, 0.430572, 0.145490], [3.781056, -0.861309, 0.331028], [2.429251, -1.092579, 0.231788], [1.551376, -0.101003, -0.048051], [-0.706721, 3.618722, 1.064165], [-1.775772, 2.243142, 1.333261], [0.052284, 2.834993, 3.065076], [1.210752, 2.132211, 1.983213], [0.088010, 1.565257, 4.875171], [-0.178993, -0.614303, 6.020957], [-0.515449, -2.672323, 4.626152], [-0.586998, -2.429187, 2.175491], [-1.226281, 3.283147, -1.576138], [-2.342170, 2.147102, -0.818273], [-1.768247, 2.628635, -3.892305], [-1.388790, 0.955916, -5.699134], [-0.449437, -1.282049, -5.087500], [-0.031294, -1.779346, -2.712535], [1.350301, 3.192112, -0.173571], [1.030473, 2.343704, -1.670313], [3.686401, 2.462931, -0.279127], [5.310396, 0.647072, 0.220858], [4.448519, -1.682211, 0.551587], [2.011675, -2.080368, 0.360172], [-3.840342, 0.171852, -1.631442], [-3.790232, -0.346971, -0.286852], [-2.443165, -0.355533, 0.405097], [-2.091476, -5.004751, -2.217423], [-0.958541, -4.636533, -0.915729], [-0.846245, -3.164821, -0.628082], [-1.642139, -2.324863, -1.098673], [0.108682, -2.772548, 0.118910], [0.024602, -5.015877, -1.180872], [-1.286249, -5.143104, -0.009785]],
  "forces_ev_per_angstrom": [[-0.2, 0.1, -0.3], [0.1, 0.1, 0.0], [0.0, -0.1, 0.0], [0.0, -0.1, -0.1], [0.0, 0.0, 0.1], [0.0, 0.0, 0.1], [0.0, 0.0, 0.0], [0.0, 0.2, 0.0], [-0.1, -0.3, 0.0], [0.1, 0.0, 0.2], [0.0, 0.0, 0.0], [0.0, -0.1, 0.1], [0.0, 0.0, -0.1], [0.0, 0.0, -0.1], [0.0, 0.0, 0.0], [0.0, 0.2, 0.0], [0.0, -0.1, 0.0], [0.0, 0.0, 0.0], [-0.1, -0.1, 0.0], [0.1, 0.0, 0.0], [0.0, 0.0, 0.0], [0.1, 0.1, 0.0], [0.0, 0.1, -0.1], [0.1, -0.3, 0.1], [0.0, 0.0, 0.0], [0.0, 0.0, 0.0], [0.0, 0.0, 0.0], [0.0, 0.0, 0.0], [0.0, 0.0, 0.0], [0.0, 0.0, 0.0], [0.0, 0.0, 0.0], [0.0, 0.0, 0.0], [0.0, 0.0, 0.0], [0.0, 0.0, 0.0], [0.0, 0.0, 0.0], [0.0, 0.0, 0.0], [0.0, 0.0, 0.0], [0.0, 0.0, 0.0], [0.0, 0.0, 0.0], [0.0, 0.0, 0.0], [0.0, 0.0, 0.0], [0.0, 0.0, 0.0], [0.0, 0.0, 0.0], [0.0, 0.1, 0.0], [0.1, 0.0, -0.1], [-0.1, 0.0, 0.3], [-0.2, 0.1, -0.1], [0.0, 0.0, 0.0], [-0.1, 0.0, -0.1], [-0.1, -0.1, -0.1], [0.2, -0.1, 0.1], [0.1, 0.1, 0.1], [0.0, 0.0, 0.0], [0.0, 0.0, 0.1]],
  "homo_lumo_gap_ev": [7.743, 7.106],
  "homo_ev": [-14.233, -15.487],
  "charge": 2,
  "multiplicity": 5,
  "de_lowest_kcal_mol": 0.0
}

***

[2]
{
  "formula": "C26H34IrN4SSi2",
  "method": "ωB97M-V/def2-TZVPD",
  "symbols": ["Ir", "C", "Si", "C", "C", "C", "C", "C", "C", "C", "C", "N", "Si", "C", "C", "C", "H", "H", "H", "H", "H", "H", "H", "H", "H", "H", "H", "H", "H", "H", "H", "H", "H", "H", "H", "H", "H", "H", "S", "C", "C", "C", "C", "C", "C", "C", "C", "C", "N", "H", "H", "H", "H", "H", "H", "N", "C", "C", "C", "N", "C", "C", "H", "H", "H", "H", "H", "H"],
  "coordinates": [[0.052721, 0.584260, 0.392978], [1.939401, 0.597758, -2.799642], [0.651009, 1.817220, -2.270129], [1.478992, 3.235492, -1.407561], [-0.512138, 2.368703, -3.595237], [-1.049720, 0.207415, -1.181083], [-0.787134, -0.867065, -2.165867], [-1.575951, -1.023685, -3.306391], [-1.320606, -2.075970, -4.172333], [-0.306616, -2.960088, -3.852993], [0.426307, -2.733762, -2.688195], [0.223007, -1.701872, -1.888521], [-2.955979, 0.188229, -0.637526], [-3.265891, 0.857062, 1.080510], [-4.072079, 1.059924, -1.858636], [-3.306598, -1.649133, -0.564521], [2.764018, 1.173997, -3.225987], [1.583509, -0.100669, -3.555557], [2.324503, 0.020146, -1.961307], [2.287546, 3.533642, -2.083665], [1.925719, 2.964135, -0.453372], [0.829527, 4.094199, -1.257941], [0.077859, 3.093835, -4.165948], [-1.403772, 2.880109, -3.238666], [-0.805938, 1.560639, -4.264517], [-2.389324, -0.339306, -3.507108], [-1.913551, -2.210587, -5.066344], [-0.077738, -3.804005, -4.487463], [1.228918, -3.405868, -2.407083], [-3.377448, 1.939112, 1.113506], [-2.505322, 0.574016, 1.810817], [-4.208362, 0.411674, 1.407554], [-3.862970, 2.126199, -1.942650], [-5.093614, 0.968107, -1.482765], [-4.066794, 0.627968, -2.857412], [-2.543504, -2.185863, 0.002483], [-3.380280, -2.113046, -1.546097], [-4.259600, -1.791839, -0.052829], [-0.980938, 4.661141, 1.937651], [-1.707775, 4.534109, 0.390918], [-1.454910, 3.336071, -0.212605], [-0.647045, 2.469873, 0.587550], [-0.330990, 3.084668, 1.791881], [0.441726, 2.379407, 2.791092], [0.806594, 2.904965, 4.026875], [1.520092, 2.120301, 4.909486], [1.848704, 0.819947, 4.536406], [1.456407, 0.359252, 3.295987], [0.773590, 1.110439, 2.421031], [-2.291697, 5.354775, 0.006323], [-1.852200, 3.088587, -1.184342], [0.522737, 3.916987, 4.279635], [1.813303, 2.507620, 5.875213], [2.401108, 0.166722, 5.195322], [1.697974, -0.649076, 2.995808], [3.020993, -4.660733, 2.153302], [2.366185, -3.580689, 1.703391], [0.984640, -3.410520, 1.914573], [0.365252, -2.276476, 1.458259], [1.009316, -1.289747, 0.813564], [2.321950, -1.457955, 0.583117], [3.027676, -2.555085, 0.998422], [2.535519, -5.406535, 2.620893], [3.999280, -4.793347, 1.964632], [0.406211, -4.167929, 2.423918], [-0.698485, -2.139181, 1.605910], [2.822329, -0.667664, 0.036543], [4.082844, -2.628893, 0.776394]],
  "forces_ev_per_angstrom": [[-0.7, 1.9, -1.1], [-0.2, -0.1, -0.1], [0.9, 0.0, 0.9], [0.0, 0.1, -0.2], [-0.4, -0.4, 0.2], [0.2, -1.8, 1.6], [0.1, 0.4, -0.5], [-0.1, 0.0, 0.0], [0.1, 0.0, 0.0], [0.0, 0.1, 0.0], [0.0, 0.0, 0.0], [0.1, 0.0, 0.0], [-0.2, 0.2, -0.2], [0.1, 0.0, 0.0], [0.1, 0.0, 0.0], [0.1, 0.1, -0.1], [0.0, 0.1, 0.0], [0.0, 0.0, 0.0], [0.0, 0.0, 0.0], [0.0, 0.0, 0.0], [0.0, 0.0, 0.0], [0.0, 0.0, 0.0], [0.1, 0.0, 0.0], [0.0, 0.0, -0.1], [0.0, 0.0, 0.0], [0.1, 0.0, 0.0], [0.0, 0.0, 0.0], [0.0, 0.0, 0.0], [0.0, 0.0, 0.0], [0.0, 0.0, 0.0], [0.0, 0.0, 0.0], [-0.1, 0.0, 0.0], [0.0, 0.0, 0.0], [0.0, 0.0, 0.0], [0.0, 0.0, 0.0], [0.0, 0.0, 0.0], [0.0, 0.0, 0.0], [0.0, 0.0, 0.0], [0.0, -0.2, -0.1], [0.1, -0.2, -0.1], [0.0, 0.3, 0.3], [0.1, 0.0, 0.1], [-0.1, -0.1, -0.2], [0.1, -0.1, 0.0], [-0.1, -0.1, -0.2], [0.1, -0.2, -0.1], [-0.1, 0.1, 0.0], [0.1, 0.0, 0.1], [0.0, 0.1, -0.1], [0.0, 0.0, 0.0], [0.0, 0.0, 0.0], [0.0, 0.0, 0.0], [0.0, 0.0, 0.0], [0.0, 0.0, 0.0], [0.0, 0.0, 0.0], [0.0, 0.0, 0.0], [0.0, 0.0, 0.0], [0.0, 0.0, 0.0], [0.0, -0.1, 0.0], [-0.2, -0.1, -0.2], [0.1, 0.0, 0.0], [0.0, 0.0, 0.0], [0.0, 0.0, 0.0], [0.0, 0.0, 0.0], [0.0, 0.0, 0.0], [0.0, 0.0, 0.0], [0.0, 0.0, 0.1], [0.0, 0.0, 0.0]],
  "homo_lumo_gap_ev": [6.000, 5.930],
  "homo_ev": [-13.768, -13.716],
  "charge": 2,
  "multiplicity": 2,
  "de_lowest_kcal_mol": 33.6
}

***

[3]
{
  "formula": "C20H21CrN3O4",
  "method": "ωB97M-V/def2-TZVPD",
  "symbols": ["C", "C", "H", "H", "H", "H", "H", "H", "C", "C", "C", "C", "H", "H", "H", "H", "N", "C", "C", "N", "C", "C", "C", "H", "H", "C", "H", "H", "Cr", "C", "H", "H", "H", "O", "C", "O", "C", "C", "C", "C", "C", "C", "N", "O", "O", "H", "H", "H", "H"],
  "coordinates": [[1.556160, -1.835260, 1.112510], [0.278561, -1.819917, 1.842953], [1.347141, -1.956579, 0.037713], [2.313761, -2.521224, 1.488132], [1.945065, -0.790181, 1.193863], [-0.317924, -0.907450, 1.497171], [-0.343041, -2.707258, 1.635510], [0.467490, -1.717064, 2.924906], [2.520488, 1.572250, -1.465738], [3.232662, 2.446387, -2.273258], [2.775919, 3.759781, -2.414162], [1.628345, 4.189877, -1.749924], [2.780468, 0.517357, -1.327582], [4.122583, 2.083806, -2.779893], [3.318669, 4.452185, -3.054219], [1.215530, 5.189075, -1.837698], [1.426352, 2.024410, -0.799000], [0.942492, 3.304547, -0.921703], [-0.276527, 3.561765, -0.145396], [-0.737951, 2.464735, 0.538090], [-1.836046, 2.468012, 1.337322], [-2.106111, 4.786586, 0.818707], [-2.535235, 3.651128, 1.511786], [-2.094504, 1.513505, 1.809497], [-3.392561, 3.655948, 2.181851], [-0.994738, 4.748626, -0.022015], [-0.639161, 5.595340, -0.598581], [-2.653870, 5.717310, 0.941270], [0.381722, 0.923650, 0.402622], [1.375419, 1.041010, 2.199478], [0.794021, 1.724225, 2.819557], [2.307856, 1.567123, 1.985938], [1.665918, 0.248760, 2.877318], [-1.891394, -0.852970, -2.883072], [-1.275310, -0.986684, -1.824238], [-0.651328, -0.075845, -1.147491], [-1.276446, -2.411488, -1.290476], [-2.439329, -2.914086, -0.680167], [-2.465567, -4.196655, -0.140987], [-1.311116, -5.005716, -0.238387], [-0.177485, -4.552793, -0.943013], [-0.168266, -3.260668, -1.457688], [-1.208645, -6.215268, 0.512648], [-2.175723, -6.595379, 1.210015], [-0.135385, -6.862978, 0.439225], [-3.331848, -2.292393, -0.636956], [-3.351781, -4.590583, 0.360489], [0.677356, -5.222903, -1.051251], [0.713310, -2.916056, -1.995673]],
  "forces_ev_per_angstrom": [[0.8, 1.3, -1.5], [-1.7, 0.2, 0.6], [0.4, -0.5, 0.3], [-0.1, -0.1, -0.2], [0.4, -0.9, 0.0], [0.3, -1.2, 0.7], [0.2, 0.3, 0.2], [-0.4, 0.0, -0.4], [-0.5, 1.4, 0.2], [0.0, -0.5, 0.3], [-0.3, 0.4, 0.1], [-0.1, 0.0, 0.2], [-0.1, 0.4, 0.0], [-0.2, 0.2, 0.0], [-0.1, -0.1, 0.1], [0.4, 0.0, -0.2], [0.4, 0.8, -1.6], [1.1, -0.9, -0.3], [-0.9, -0.7, 0.7], [-0.3, 0.6, 0.2], [0.6, 0.9, -0.8], [0.2, 0.3, -0.3], [0.0, -0.6, 0.0], [0.1, 0.5, -0.1], [0.2, 0.2, -0.2], [0.1, -0.2, 0.0], [-0.3, 0.2, 0.3], [0.1, -0.1, -0.1], [-0.6, -2.7, 0.5], [0.0, 0.8, 0.6], [-0.1, 0.3, 0.2], [0.2, 0.2, -0.1], [-0.1, -0.4, 0.0], [0.6, 0.4, 0.9], [-0.3, 0.0, -0.7], [-0.1, -0.6, 0.0], [0.1, -0.4, 0.3], [0.3, -0.2, -0.1], [0.5, -0.4, 0.0], [0.0, 1.9, -0.5], [-0.4, -0.2, 0.3], [-0.4, 0.0, 0.1], [0.2, -2.9, 1.2], [1.6, 0.9, -1.3], [-2.0, 1.2, 0.2], [0.2, -0.1, 0.0], [0.4, 0.2, -0.1], [-0.3, 0.3, 0.1], [-0.2, 0.0, 0.1]],
  "homo_lumo_gap_ev": [5.110, 7.562],
  "homo_ev": [-6.200, -8.765],
  "multiplicity": 5
}

***

| no. | E (eV) |
| --- | --- |
| 1 | -61536.68581 |
| 2 | -62889.92175 |
| 3 | -62157.99662 |